Entry 1:
Computed, not measured: a molecular structure, C49H35BrFeN2O3P, with ωB97M-V/def2-TZVPD.

Computed properties:
- Relative energy (zero: lowest compared OMol25 entry of this formula, charge and spin): 0.914 eV
- Kohn-Sham gap (spin up / spin down): 7.3 / 7.3 eV
- E: -174222.8364 eV
- Max |F|: 0.08054 hartree/bohr

ORCA input file:
```
! RIJCOSX wB97M-V def2-TZVPD def2/J DEFGRID3
* xyz 0 2
Fe 0.800 0.602 -0.794
C 5.079 0.533 -0.034
C 5.320 -0.833 -0.070
C 4.267 -1.704 -0.261
C 2.950 -1.237 -0.405
C 2.701 0.147 -0.342
C 3.779 1.007 -0.185
C 1.838 -2.140 -0.686
C 2.046 -3.533 -0.824
C 1.007 -4.362 -1.101
C -0.292 -3.824 -1.215
C -1.397 -4.641 -1.504
C -2.658 -4.112 -1.608
C -2.832 -2.741 -1.403
C -1.767 -1.926 -1.114
C -0.453 -2.422 -1.036
N 0.621 -1.593 -0.818
H 5.893 1.234 0.100
H 6.327 -1.214 0.032
H 4.487 -2.761 -0.324
H 3.645 2.079 -0.196
H 3.038 -3.942 -0.725
H 1.153 -5.425 -1.247
H -1.224 -5.699 -1.664
H -3.503 -4.748 -1.835
H -3.818 -2.303 -1.492
H -1.935 -0.875 -0.979
Br 1.234 2.113 1.401
C 1.856 3.675 0.501
C 2.281 4.745 1.233
C 2.707 5.906 0.566
C 2.656 5.955 -0.796
C 2.168 4.866 -1.556
C 2.023 4.976 -2.952
C 1.459 3.949 -3.647
C 1.103 2.752 -2.997
C 1.295 2.527 -1.652
C 1.772 3.652 -0.909
H 2.280 4.695 2.313
H 3.058 6.754 1.139
H 2.974 6.845 -1.325
H 2.334 5.888 -3.447
H 1.297 4.027 -4.715
H 0.665 1.998 -3.630
O -1.594 -0.459 -3.401
C -0.618 0.017 -2.833
O -0.696 0.841 -1.838
C 0.744 -0.287 -3.380
C 0.844 -0.782 -4.678
C 2.082 -0.858 -5.279
C 3.197 -0.436 -4.556
C 3.013 0.003 -3.261
N 1.826 0.067 -2.669
H -0.070 -1.065 -5.179
H 2.190 -1.215 -6.294
H 4.188 -0.457 -4.985
H 3.855 0.321 -2.657
O -0.642 0.185 0.833
P -1.721 -0.179 1.803
C -1.547 0.725 3.374
C -1.346 2.101 3.320
C -1.207 2.831 4.488
C -1.296 2.194 5.718
C -1.528 0.828 5.778
C -1.651 0.092 4.609
C -3.400 0.231 1.267
C -4.472 -0.051 2.113
C -5.765 0.213 1.698
C -5.993 0.767 0.444
C -4.925 1.087 -0.379
C -3.625 0.827 0.031
C -1.630 -1.929 2.273
C -2.690 -2.825 2.239
C -2.484 -4.147 2.603
C -1.227 -4.572 3.009
C -0.167 -3.677 3.049
C -0.366 -2.359 2.676
H -1.297 2.596 2.359
H -1.024 3.897 4.443
H -1.185 2.762 6.632
H -1.607 0.334 6.737
H -1.829 -0.975 4.656
H -4.291 -0.471 3.096
H -6.597 -0.015 2.352
H -7.008 0.952 0.117
H -5.102 1.533 -1.349
H -2.788 1.077 -0.611
H -3.669 -2.500 1.917
H -3.307 -4.848 2.563
H -1.076 -5.606 3.291
H 0.811 -4.010 3.371
H 0.454 -1.650 2.691
*
```

Entry 2:
Computed, not measured: a molecular structure, C49H35BrMgN5O3SSb, with ωB97M-V/def2-TZVPD.

Computed properties:
- Kohn-Sham gap: 6.6 eV
- E: -157838.5686 eV
- Max |F|: 0.01798 hartree/bohr

ORCA input file:
```
! RIJCOSX wB97M-V def2-TZVPD def2/J DEFGRID3
* xyz 0 1
Mg -0.087 -0.058 0.297
C -2.944 3.290 -1.345
C -1.861 2.678 -0.697
N -1.848 1.414 -0.346
C -2.928 0.647 -0.633
C -4.067 1.169 -1.298
C -4.043 2.536 -1.644
C -5.177 0.333 -1.553
C -5.147 -0.964 -1.119
C -4.048 -1.487 -0.419
C -2.923 -0.716 -0.147
N -1.830 -1.009 0.596
C -1.799 -1.738 1.743
C -2.542 -2.857 2.093
C -2.433 -3.444 3.364
C -1.598 -2.940 4.321
C -0.812 -1.806 4.022
C 0.091 -1.243 4.942
C 0.831 -0.150 4.587
C 0.672 0.382 3.302
N -0.152 -0.118 2.408
C -0.899 -1.207 2.741
H -2.892 4.340 -1.600
H -0.980 3.261 -0.460
H -4.905 2.963 -2.143
H -6.040 0.735 -2.070
H -5.997 -1.610 -1.302
H -4.098 -2.516 -0.104
H -3.208 -3.316 1.381
H -3.025 -4.325 3.581
H -1.520 -3.401 5.297
H 0.196 -1.697 5.920
H 1.535 0.304 5.271
H 1.232 1.261 3.015
O 6.389 1.754 -0.236
C 5.151 1.287 0.023
C 4.845 -0.068 0.092
C 3.545 -0.439 0.372
N 2.557 0.429 0.578
C 2.878 1.707 0.508
Br 1.464 2.922 0.825
C 4.135 2.209 0.241
H 6.995 1.021 -0.379
H 5.609 -0.819 -0.066
H 3.285 -1.485 0.438
H 4.333 3.269 0.199
S 0.785 0.982 -1.986
Sb 0.217 -0.154 -3.897
C -0.888 1.421 -4.840
C -0.273 2.273 -5.750
C -0.967 3.357 -6.272
C -2.283 3.584 -5.898
C -2.900 2.736 -4.989
C -2.200 1.666 -4.450
C 2.072 -0.143 -4.950
C 2.438 -1.153 -5.830
C 3.679 -1.117 -6.450
C 4.549 -0.065 -6.204
C 4.178 0.954 -5.336
C 2.945 0.911 -4.702
C -0.877 -1.845 -4.712
C -2.033 -1.552 -5.425
C -2.753 -2.572 -6.033
C -2.313 -3.883 -5.942
C -1.142 -4.169 -5.255
C -0.425 -3.156 -4.636
H 0.750 2.088 -6.056
H -0.480 4.022 -6.973
H -2.828 4.422 -6.313
H -3.927 2.911 -4.695
H -2.683 1.022 -3.721
H 1.755 -1.970 -6.035
H 3.968 -1.911 -7.128
H 5.519 -0.041 -6.686
H 4.851 1.781 -5.149
H 2.664 1.685 -3.999
H -2.376 -0.531 -5.523
H -3.657 -2.335 -6.578
H -2.880 -4.680 -6.406
H -0.786 -5.190 -5.196
H 0.477 -3.385 -4.091
O 1.596 -2.542 2.019
C 1.314 -2.840 0.879
N 0.864 -1.976 -0.116
C 1.039 -2.594 -1.301
O 0.946 -2.101 -2.429
C 1.451 -4.025 -1.091
C 1.695 -5.064 -1.963
C 2.058 -6.294 -1.416
C 2.174 -6.459 -0.042
C 1.942 -5.396 0.829
C 1.577 -4.189 0.275
H 1.611 -4.936 -3.035
H 2.253 -7.129 -2.076
H 2.447 -7.428 0.357
H 2.031 -5.517 1.901
*
```

Entry 3:
Computed, not measured: a molecular structure, C49H37F3N5O2P2SSnTe, with ωB97M-V/def2-TZVPD.

Computed properties:
- Relative energy (zero: lowest compared OMol25 entry of this formula, charge and spin): 0.000 eV
- Kohn-Sham gap: 7.1 eV
- E: -113643.1950 eV
- Max |F|: 0.00982 hartree/bohr

ORCA input file:
```
! RIJCOSX wB97M-V def2-TZVPD def2/J DEFGRID3
* xyz 1 1
Sn -1.194 0.761 -1.767
N 1.609 -6.724 -2.514
C 1.048 -5.508 -2.785
C 1.194 -4.439 -1.885
C 0.586 -3.231 -2.137
C -0.165 -3.056 -3.294
C -0.296 -4.094 -4.209
C 0.295 -5.312 -3.951
S -0.949 -1.541 -3.619
O -1.991 -1.291 -2.596
O -1.380 -1.528 -4.978
N 0.044 -0.335 -3.185
C 1.309 -0.164 -3.740
N 1.970 0.907 -3.311
C 3.192 1.079 -3.808
C 3.745 0.209 -4.731
C 2.951 -0.856 -5.121
N 1.729 -1.054 -4.635
H 2.284 -6.811 -1.777
H 1.630 -7.430 -3.227
H 1.788 -4.572 -0.988
H 0.710 -2.411 -1.436
H -0.862 -3.940 -5.117
H 0.182 -6.126 -4.656
H 3.740 1.942 -3.446
H 4.735 0.359 -5.133
H 3.300 -1.578 -5.851
Te 1.794 1.239 3.252
C 1.693 3.299 3.722
C 2.665 4.184 3.274
C 2.490 5.543 3.501
N 1.434 6.056 4.127
C 0.523 5.199 4.584
C 0.608 3.823 4.416
C 0.386 1.213 1.723
P -1.209 0.723 2.059
C -1.481 0.349 3.795
C -0.974 -0.842 4.312
C -1.144 -1.143 5.650
C -1.821 -0.256 6.480
C -2.337 0.923 5.966
C -2.174 1.226 4.621
C -2.476 1.897 1.540
C -3.642 1.527 0.875
C -4.567 2.491 0.502
C -4.337 3.825 0.805
C -3.181 4.199 1.479
C -2.249 3.242 1.839
P 0.843 1.364 0.034
C 0.773 3.124 -0.467
C 0.758 3.485 -1.817
C 0.631 4.816 -2.191
C 0.535 5.804 -1.221
C 0.563 5.457 0.122
C 0.669 4.126 0.495
C 2.566 0.848 -0.103
C 3.600 1.773 -0.171
C 4.917 1.335 -0.233
C 5.201 -0.022 -0.229
C 4.167 -0.949 -0.163
C 2.854 -0.514 -0.099
H 3.540 3.832 2.741
H 3.230 6.254 3.148
H -0.320 5.633 5.113
H -0.165 3.178 4.815
H -0.440 -1.533 3.669
H -0.749 -2.067 6.050
H -1.953 -0.493 7.527
H -2.876 1.606 6.609
H -2.598 2.141 4.227
H -3.829 0.485 0.651
H -5.467 2.198 -0.023
H -5.060 4.575 0.513
H -3.003 5.240 1.715
H -1.339 3.540 2.346
H 0.903 2.730 -2.581
H 0.617 5.079 -3.241
H 0.442 6.842 -1.513
H 0.502 6.226 0.884
H 0.678 3.855 1.540
H 3.382 2.835 -0.178
H 5.722 2.057 -0.281
H 6.229 -0.360 -0.273
H 4.387 -2.009 -0.163
H 2.047 -1.238 -0.052
F -4.451 -6.824 -2.338
C -3.184 -6.720 -1.921
F -2.393 -6.817 -3.006
F -2.918 -7.785 -1.146
C -2.929 -5.431 -1.184
C -3.859 -4.403 -1.211
C -3.579 -3.210 -0.571
C -2.367 -3.051 0.094
C -1.449 -4.102 0.147
C -1.728 -5.290 -0.500
C -2.026 -1.801 0.702
C -1.659 -0.783 1.247
H -4.792 -4.530 -1.740
H -4.290 -2.395 -0.604
H -0.517 -3.976 0.684
H -1.013 -6.102 -0.477
*
```

Entry 4:
Computed, not measured: 4 unconnected molecules or ions with the total composition C49H38Cl2N3O8, with ωB97M-V/def2-TZVPD.

Computed properties:
- Relative energy (zero: lowest compared OMol25 entry of this formula, charge and spin): 5.160 eV
- Kohn-Sham gap: 6.4 eV
- E: -97315.3298 eV
- Max |F|: 0.18447 hartree/bohr

ORCA input file:
```
! RIJCOSX wB97M-V def2-TZVPD def2/J DEFGRID3
* xyz 1 1
C -7.549 -0.961 0.582
C -6.589 -2.125 1.185
Cl -7.639 -3.694 1.248
C -5.208 -2.431 0.291
Cl -5.538 -3.170 -1.373
N -4.170 -1.351 0.376
C -4.003 -0.258 -0.430
N -4.883 -0.022 -1.611
N -2.897 0.785 -0.163
C -3.012 1.364 1.229
C -1.474 1.321 1.880
O -1.171 0.032 2.543
C -0.062 -0.639 1.817
O 0.699 -1.578 2.417
H -8.598 -0.954 1.149
H -7.014 0.091 0.661
H -7.795 -1.155 -0.549
H -6.287 -1.879 2.291
H -4.737 -3.352 0.899
H -3.503 -1.393 1.206
H -4.980 1.033 -1.716
H -5.859 -0.361 -1.519
H -2.002 0.224 -0.277
H -3.714 0.772 1.959
H -3.420 2.466 1.126
H -1.443 2.160 2.709
H -0.658 1.611 1.064
H 0.205 -0.363 0.711
C -4.466 1.320 -7.273
C -4.577 2.068 -8.445
C -5.314 3.252 -8.451
C -5.954 3.685 -7.283
C -5.864 2.925 -6.117
C -5.108 1.745 -6.109
C -6.575 3.346 -4.893
O -6.494 2.681 -3.868
C -7.393 4.575 -4.925
C -8.120 4.955 -3.789
C -8.885 6.123 -3.806
C -8.920 6.918 -4.951
C -8.202 6.539 -6.086
C -7.445 5.360 -6.076
C -6.718 4.949 -7.293
O -6.752 5.645 -8.302
H -3.883 0.402 -7.266
H -4.086 1.729 -9.355
H -5.392 3.834 -9.368
H -5.022 1.154 -5.199
H -8.095 4.342 -2.889
H -9.452 6.413 -2.924
H -9.511 7.831 -4.962
H -8.238 7.162 -6.978
C 4.578 -1.648 0.278
C 3.385 -1.153 0.803
C 3.236 0.216 1.030
C 4.290 1.093 0.743
C 5.492 0.595 0.241
C 5.632 -0.777 -0.004
C 6.626 1.504 -0.020
O 7.681 1.068 -0.464
C 6.475 2.944 0.271
C 7.561 3.808 0.084
C 7.422 5.173 0.344
C 6.199 5.679 0.782
C 5.116 4.819 0.975
C 5.258 3.447 0.728
C 4.117 2.541 0.970
O 3.043 2.985 1.359
H 4.691 -2.714 0.092
H 2.568 -1.833 1.034
H 2.300 0.596 1.436
H 6.563 -1.171 -0.408
H 8.519 3.421 -0.261
H 8.269 5.841 0.203
H 6.088 6.743 0.978
H 4.165 5.221 1.322
C 8.955 -7.832 5.386
C 9.506 -6.939 4.467
C 8.742 -5.878 3.979
C 7.417 -5.717 4.402
C 6.858 -6.623 5.301
C 7.632 -7.677 5.804
C 5.446 -6.491 5.716
O 4.955 -7.285 6.509
C 4.633 -5.394 5.155
C 3.277 -5.292 5.495
C 2.504 -4.249 4.979
C 3.082 -3.304 4.132
C 4.431 -3.407 3.788
C 5.205 -4.460 4.293
C 6.621 -4.581 3.894
O 7.129 -3.754 3.146
H 9.554 -8.653 5.773
H 10.533 -7.067 4.132
H 9.180 -5.182 3.266
H 7.207 -8.381 6.517
H 2.819 -6.024 6.158
H 1.451 -4.174 5.240
H 2.482 -2.488 3.736
H 4.874 -2.668 3.122
*
```